DFT (ωB97M-V with the def2-TZVPD basis set) results for C4H7NO2 in the gas phase.

Calculated values
* total energy: -361.8011 a.u.
* frontier orbital gap: 9.2076 eV
* net charge: 0
* LUMO energy: 0.742 eV

Structure (XYZ):
```
14
Properties=species:S:1:pos:R:3:lowdin_charge:R:1
C 2.04017 -0.87325 -0.71937 0.043
C 0.85109 -0.54365 -0.20147 -0.482
N -0.26250 -1.38891 -0.23024 0.114
O 0.70225 0.62525 0.49381 -0.051
C -0.54968 0.93032 1.06955 -0.158
C -1.53601 1.45969 0.04043 -0.237
O -2.70847 1.61778 0.27536 0.061
H 2.94503 -0.34220 -0.45253 0.056
H -0.00746 -2.27674 -0.64073 0.096
H 2.10975 -1.68806 -1.43266 0.051
H -1.11744 -1.02366 -0.63762 0.092
H -0.99884 0.07735 1.58909 0.133
H -0.36493 1.72475 1.80137 0.142
H -1.10298 1.70134 -0.95499 0.138
```

DFT (ωB97M-V with the def2-TZVPD basis set) results for C5H8O in the gas phase.

Calculated values
* total energy: -270.5113 a.u.
* frontier orbital gap: 10.8904 eV
* net charge: 0
* LUMO energy: 0.967 eV

Structure (XYZ):
```
14
Properties=species:S:1:pos:R:3:lowdin_charge:R:1
C 1.26861 2.42901 -1.42128 -0.005
C 0.49868 1.73398 -0.59284 -0.193
C 0.48508 0.23408 -0.49387 -0.242
C -0.45712 -0.28633 0.56916 -0.183
C -0.57907 -1.80390 0.62537 -0.252
H 1.20357 3.51341 -1.45794 0.054
H 1.98534 1.91850 -2.05826 0.062
H -0.20857 2.27715 0.01886 0.096
H 0.20095 -0.20678 -1.47675 0.128
H 1.49555 -0.13438 -0.30441 0.118
H -0.17813 0.08793 1.55861 0.127
H -1.45519 0.13050 0.39357 0.125
H -0.00304 -2.37572 -0.15524 0.129
O -1.29219 -2.38146 1.42029 0.038
```

DFT (ωB97M-V with the def2-TZVPD basis set) results for a molecular structure, C6H20CaN10O8.

Calculated values
* total energy: -2067.9146 a.u.
* frontier orbital gap: 3.5316 eV
* net charge: 0
* LUMO energy: -0.552 eV

Structure (XYZ):
```
45
Properties=species:S:1:pos:R:3:lowdin_charge:R:1
Ca 0.55762 -1.00923 0.02772 1.440
C 2.89733 -2.55507 -0.03528 -1.136
O 2.38844 -2.19176 1.00993 -0.192
O 4.12658 -2.72288 -0.15531 -0.107
O 2.12052 -2.42504 -1.00550 -0.216
C 2.39576 2.10731 -0.21579 -0.792
O 1.87402 1.02339 -0.15656 -0.006
N 3.66168 2.22438 -0.31081 0.210
N 1.76379 3.24086 -0.15173 0.177
H 4.02416 3.15197 -0.47899 0.121
H 4.19285 1.38414 -0.13206 0.152
H 2.23260 4.13407 -0.10174 0.114
H 0.79556 3.19680 -0.43579 0.109
C -1.91857 -3.25775 1.04625 -0.773
O -1.06665 -2.73740 0.36204 -0.020
N -3.21577 -3.12158 0.96754 0.176
N -1.62231 -4.00081 2.03490 0.190
H -3.68356 -2.55317 0.27604 0.117
H -3.73298 -3.69824 1.61566 0.106
H -0.67902 -3.77365 2.31546 0.148
H -2.34348 -4.54357 2.48813 0.121
C -0.03532 -0.01552 -3.16183 -0.797
O 0.08446 -0.67795 -2.18350 -0.014
N -0.14115 1.28351 -3.18827 0.171
N -0.41283 -0.41166 -4.28950 0.186
H -0.48519 1.76904 -4.00436 0.113
H -0.15839 1.77216 -2.30451 0.102
H -0.36878 0.16033 -5.12075 0.126
H -0.48656 -1.40734 -4.44214 0.144
C 0.90541 0.35929 2.75774 -0.825
O 0.25415 -0.55414 2.34436 -0.041
N 2.16917 0.21735 2.90696 0.209
N 0.46319 1.57047 2.94499 0.187
H 2.60708 1.02093 3.33427 0.116
H 2.52610 -0.70729 2.71269 0.119
H -0.41814 2.00957 2.72017 0.107
H 1.20470 2.17625 3.26637 0.101
C -2.46128 0.87169 -0.17707 -0.709
O -1.44340 0.29898 0.21326 -0.051
N -3.02755 1.83866 0.48820 0.175
N -3.02654 0.66299 -1.36571 0.185
H -3.44082 2.47235 -0.18094 0.110
H -2.56392 2.17202 1.32127 0.119
H -2.65665 0.02269 -2.05368 0.119
H -3.85616 1.22266 -1.50208 0.108
```

DFT (ωB97M-V with the def2-TZVPD basis set) results for a gas-phase ion, C7H10N3S (charge +1).

Calculated values
* total energy: -834.8952 a.u.
* frontier orbital gap: 8.5338 eV
* net charge: +1
* LUMO energy: -4.384 eV

Structure (XYZ):
```
21
Properties=species:S:1:pos:R:3:lowdin_charge:R:1
C 2.78168 1.28794 -0.34816 -0.059
C 1.72359 1.36612 0.55422 -0.041
C 3.03790 0.05002 -0.83611 -0.100
C 0.88429 0.32156 0.79088 -0.243
C 1.14399 -0.89119 -0.00591 -0.540
C -1.42300 -1.43632 0.28889 -0.400
C -3.01888 -0.09799 -0.86561 -0.041
N 2.17149 -1.02807 -0.71238 0.074
N -0.35057 0.31328 1.65200 0.061
N -1.71294 -0.65395 -0.70354 -0.043
S 0.06351 -2.30611 0.39163 1.085
H 3.42058 2.25835 -0.52807 0.165
H 1.46532 2.36098 0.97489 0.136
H 3.94405 -0.17417 -1.47994 0.139
H -2.12094 -1.92077 0.93696 0.106
H -3.00601 0.56367 -1.82828 0.140
H -3.75958 -0.88622 -1.18355 0.117
H -3.38812 0.39511 0.02283 0.094
H -0.03217 -0.15558 2.50041 0.105
H -0.78045 1.23771 1.79316 0.113
H -1.04373 -0.60437 -1.41434 0.136
```

DFT (ωB97M-V with the def2-TZVPD basis set) results for a molecular structure, C5H8N2.

Calculated values
* total energy: -304.6861 a.u.
* frontier orbital gap: 10.7351 eV
* net charge: 0
* LUMO energy: 0.838 eV

Structure (XYZ):
```
15
Properties=species:S:1:pos:R:3:lowdin_charge:R:1
C -1.82115 -0.94595 0.13445 -0.051
C -0.74688 0.00001 -0.33325 -0.344
C -0.48678 1.30671 0.32714 -0.090
N 0.40231 0.16840 0.53802 -0.093
C 1.67399 0.27675 -0.09265 -0.235
C 2.08418 -1.34828 -0.58801 -0.101
N 2.82663 -1.14271 0.32467 0.101
H -1.96849 -0.84805 1.21472 0.082
H -1.53621 -1.98112 -0.08190 0.078
H -2.76834 -0.73112 -0.37239 0.077
H -0.52058 -0.03360 -1.40141 0.139
H -0.12922 2.12317 -0.30092 0.109
H -1.05847 1.60791 1.20162 0.110
H 1.69020 0.70076 -1.10718 0.108
H 2.35881 0.84711 0.53709 0.111
```

DFT (ωB97M-V with the def2-TZVPD basis set) results for C6H8O2 in the gas phase.

Calculated values
* total energy: -383.6750 a.u.
* frontier orbital gap: 10.3979 eV
* net charge: 0
* LUMO energy: 1.060 eV

Structure (XYZ):
```
16
Properties=species:S:1:pos:R:3:lowdin_charge:R:1
C 1.27351 -1.64100 0.20282 -0.048
C -0.24358 -1.47912 0.26605 -0.142
C -1.08346 0.63968 0.24857 -0.302
C -0.84168 2.16491 0.27907 0.040
C 0.21794 1.08569 0.24513 -0.363
C 0.66537 -0.82498 -0.98415 -0.101
H 1.97653 -1.15496 0.82941 0.096
H 1.72551 -2.62361 -0.03541 0.110
H -0.90142 -2.23875 -0.19627 0.144
H -1.49158 0.37008 -0.69903 0.145
H -0.91135 2.75674 1.28617 0.133
H -1.33400 2.65884 -0.59479 0.117
H 0.67326 1.20157 1.18028 0.146
H 0.50503 -1.03519 -2.10069 0.158
O -1.18604 -0.58893 0.98096 -0.067
O 0.95595 0.70906 -0.90810 -0.066
```

DFT (ωB97M-V with the def2-TZVPD basis set) results for a molecular structure, C29H46P2RuSe.

Calculated values
* total energy: -4311.2441 a.u.
* multiplicity: 6
* frontier orbital gap (spin up / spin down): 7.8764 / 5.0437 eV
* net charge: +1
* <S²>: 8.79
* LUMO energy (spin up / spin down): -1.664 / -5.509 eV

Structure (XYZ):
```
79
Properties=species:S:1:pos:R:3:lowdin_spin:R:1
Ru 0.49805 0.14616 1.15978 2.431
C 3.20787 1.91468 1.11277 0.239
C 1.96848 2.58103 1.06500 0.206
C 1.86782 0.94324 2.74096 0.075
C 3.16187 0.90555 2.10760 0.344
C 1.07259 1.98060 2.04471 0.190
C 4.41635 2.29839 0.32834 0.031
H 4.13222 2.78137 -0.61729 0.003
H 5.03376 1.42008 0.09296 0.004
H 5.05222 3.01056 0.88004 0.013
C 4.29182 0.08643 2.57873 0.055
H 5.15711 0.18149 1.91128 0.000
H 4.01310 -0.97678 2.62577 0.014
H 4.61628 0.37969 3.59004 0.019
C 1.63787 0.58853 4.16678 0.018
H 2.56039 0.73498 4.74944 -0.001
H 1.33811 -0.46185 4.26063 0.015
H 0.84538 1.20357 4.60955 0.000
C -0.04585 2.70175 2.71184 0.045
H 0.27791 3.19271 3.64506 0.012
H -0.83987 1.99064 2.95981 0.012
H -0.44958 3.47484 2.05027 0.000
C 1.66004 3.78855 0.27558 0.024
H 2.01595 4.70542 0.77119 0.011
H 0.57908 3.88891 0.13499 0.002
H 2.13582 3.75270 -0.71510 0.002
C 0.95162 -1.31091 -0.51348 0.082
C 1.56975 -0.08093 -0.81901 0.094
C 1.02479 0.95784 -1.75824 0.023
C -0.38314 1.50247 -1.43636 0.016
C -0.97211 1.24156 -0.08726 0.053
C -1.54344 0.02822 0.38042 0.076
C -1.64635 -1.24711 -0.38534 0.027
C -0.35673 -1.76923 -1.08176 0.020
H 1.01960 0.58358 -2.79776 0.005
H -1.06795 1.15594 -2.24335 0.002
H 1.73196 1.80341 -1.75225 0.001
H -0.42967 -1.56124 -2.16307 0.002
H 1.61505 -2.10240 -0.15538 0.007
H 2.65181 -0.00459 -0.64713 0.006
H -0.38414 -2.86708 -0.99594 0.002
H -1.98861 -2.03194 0.30121 0.008
H -2.28546 0.13026 1.18861 0.009
H -2.41880 -1.17749 -1.16564 0.002
H -0.33059 2.59364 -1.54847 0.000
H -1.33296 2.14962 0.41482 0.006
P -2.29630 -0.08769 -3.55398 0.002
C -2.04208 -1.47140 -4.74503 0.000
C -2.74178 1.25092 -4.74794 0.000
P -4.49818 0.50910 -1.42943 0.002
C -3.99393 -0.50588 -2.92752 0.001
C -5.38136 1.85204 -2.36778 0.000
C -6.03687 -0.46928 -1.08737 0.000
H -2.08001 -2.43100 -4.20956 0.000
H -1.04345 -1.35502 -5.19236 0.000
H -2.80982 -1.44833 -5.53382 0.000
H -3.44674 0.86035 -5.49410 0.000
H -1.81002 1.56800 -5.24627 0.000
H -3.16899 2.11494 -4.22913 0.000
H -6.67965 -0.50818 -1.98042 0.000
H -6.56687 0.02018 -0.26062 0.000
H -5.75331 -1.48448 -0.78050 0.000
H -4.00673 -1.57203 -2.63612 0.000
H -4.72141 -0.33181 -3.74916 0.000
H -5.98413 2.40985 -1.63721 0.000
H -6.03849 1.41000 -3.13041 0.000
H -4.66140 2.53863 -2.82613 0.000
Se 0.07756 -1.85242 2.45067 0.648
C 1.59464 -3.03991 2.60659 0.078
C 2.53949 -2.92034 3.64458 0.020
C 3.48408 -3.92333 3.87273 0.002
C 3.52511 -5.05866 3.04632 0.008
C 2.63244 -5.15244 1.96785 0.001
C 1.69376 -4.14830 1.73513 0.022
H 2.49848 -2.05363 4.30599 0.002
H 4.18502 -3.82805 4.70369 0.000
H 4.24470 -5.85272 3.23947 0.000
H 2.66432 -6.02372 1.31251 0.000
H 0.99248 -4.22224 0.90396 0.004
```

DFT (ωB97M-V with the def2-TZVPD basis set) results for 3 unconnected molecules or ions with the total composition CH4NO.

Calculated values
* total energy: -170.3790 a.u.
* frontier orbital gap: 7.1421 eV
* net charge: -1
* LUMO energy: 5.295 eV

Structure (XYZ):
```
7
Properties=species:S:1:pos:R:3:lowdin_charge:R:1
C -0.22099 0.77373 -0.72845 -0.271
N 0.09162 -0.40005 -1.08066 -0.353
O 1.18857 -0.91686 -0.68503 -0.376
H -1.00957 1.23406 -1.12070 -0.063
H -0.23765 -1.54689 1.96055 0.011
H 0.52757 1.54590 -0.24290 0.052
H -0.33956 -0.68989 1.89718 0.000
```

DFT (ωB97M-V with the def2-TZVPD basis set) results for a molecular structure, C5H6O2.

Calculated values
* total energy: -344.4568 a.u.
* frontier orbital gap: 9.8677 eV
* net charge: 0
* LUMO energy: 0.556 eV

Structure (XYZ):
```
13
Properties=species:S:1:pos:R:3:lowdin_charge:R:1
C 0.80149 -1.60766 0.50446 -0.044
C -0.18277 -0.46822 0.45778 -0.283
O 0.37168 0.71560 0.89428 0.028
C -0.01077 1.82019 0.17873 -0.467
O 0.30912 2.92397 0.50534 0.139
C -0.74545 1.41029 -1.05636 -0.088
C -0.78844 0.14504 -1.39904 0.133
H 1.09388 -1.79450 1.54256 0.092
H 0.40166 -2.53324 0.06832 0.092
H 1.68128 -1.31546 -0.07319 0.097
H -1.12870 -0.63708 0.99113 0.151
H -1.20469 2.19425 -1.65244 0.112
H -0.59831 -0.85319 -0.96157 0.040
```

DFT (ωB97M-V with the def2-TZVPD basis set) results for a gas-phase ion, CH3NO3P (charge -1).

Calculated values
* total energy: -661.6985 a.u.
* frontier orbital gap: 7.8519 eV
* net charge: -1
* LUMO energy: 4.552 eV

Structure (XYZ):
```
9
Properties=species:S:1:pos:R:3:lowdin_charge:R:1
C 1.06116 -0.38995 0.33328 -0.275
N -2.18194 -0.20581 0.13583 -0.178
O 0.66323 1.07365 -2.05565 -0.554
O -1.21224 0.33109 -0.61339 -0.409
O -2.20806 -0.15966 1.35516 -0.092
P 0.32226 1.24123 -0.65128 0.544
H 1.62976 -0.17153 1.32445 0.021
H 1.71234 -0.71558 -0.46219 -0.026
H 0.21349 -1.00345 0.63379 -0.031
```

DFT (ωB97M-V with the def2-TZVPD basis set) results for a gas-phase ion, C6H4N2O2S (charge -2).

Calculated values
* total energy: -889.0479 a.u.
* frontier orbital gap: 5.4569 eV
* net charge: -2
* LUMO energy: 6.122 eV

Structure (XYZ):
```
15
Properties=species:S:1:pos:R:3:lowdin_charge:R:1
C 0.63238 0.64081 -0.20236 -0.212
C -0.42295 1.48476 -0.12930 -0.117
C 0.42227 -0.75417 -0.03961 -0.202
C -0.89896 -1.22315 0.24157 -0.114
C -1.87818 1.22805 -0.10803 -0.515
C -4.30341 -0.11983 0.48303 -1.207
N -2.93356 1.82603 -0.22959 0.060
N -1.89946 -0.31562 0.30892 -0.012
O -3.20268 -0.91539 0.16728 -0.152
O -4.48661 0.33289 1.56918 -0.095
S -5.54281 -0.26740 -0.67070 0.271
H 1.67447 1.00434 -0.34837 0.077
H -0.46153 2.57131 -0.24773 0.067
H 1.31504 -1.38793 0.17181 0.049
H -1.15279 -2.28040 0.06705 0.103
```

DFT (ωB97M-V with the def2-TZVPD basis set) results for a molecular structure, C20H30F12FeO15P2.

Calculated values
* total energy: -5053.6396 a.u.
* multiplicity: 5
* frontier orbital gap (spin up / spin down): 4.2574 / 3.1135 eV
* net charge: 0
* <S²>: 6.00
* LUMO energy (spin up / spin down): -6.071 / -7.214 eV

Structure (XYZ):
```
80
Properties=species:S:1:pos:R:3:lowdin_spin:R:1
Fe -0.75338 -0.41164 1.42385 3.966
P 0.42278 -1.71615 5.14812 0.000
F -0.63729 -2.24055 4.04233 0.011
F -0.75655 -0.62373 5.47428 0.000
F -0.29538 -2.56993 6.33131 0.002
F 1.47636 -1.01205 6.19319 0.002
F 1.43838 -2.90554 4.77494 0.001
F 1.08296 -0.85595 3.95541 0.010
P -5.67529 0.16304 2.63614 0.000
F -5.92168 1.38115 1.58249 0.000
F -5.96903 -0.96805 1.49381 0.000
F -4.07767 0.17633 2.25558 0.004
F -5.24130 -0.96703 3.78916 0.001
F -5.45923 1.32698 3.79617 0.000
F -7.27778 -0.01887 3.02947 0.000
C -2.88385 7.62104 3.29541 0.000
C -1.70441 6.93082 2.63892 0.000
C -0.43604 6.85114 3.42511 0.000
O -0.17441 5.47471 3.49945 0.000
C -1.08542 4.80396 2.76976 0.000
O -1.13611 3.62414 2.54944 0.000
O -2.07605 5.61014 2.45501 0.000
H -3.17161 7.22274 4.26837 0.000
H -3.81923 7.72656 2.74584 0.000
H -2.46781 8.62826 3.31860 0.000
H -1.52168 7.43633 1.69067 0.000
H -0.56424 7.27811 4.41978 0.000
H 0.38737 7.42068 2.99415 0.000
C 5.15340 -4.40733 -3.53842 0.000
C 4.23555 -4.87783 -2.42181 0.000
C 4.74786 -4.89874 -0.97519 0.000
O 3.84264 -4.01758 -0.26453 0.000
C 2.91332 -3.51827 -1.08018 0.000
O 2.15856 -2.67774 -0.64372 0.000
O 3.12719 -3.95150 -2.31466 0.000
H 5.68937 -3.50753 -3.23641 0.000
H 4.69356 -4.08393 -4.47226 0.000
H 5.85405 -5.19981 -3.80140 0.000
H 3.76416 -5.81759 -2.70948 0.000
H 5.75484 -4.49247 -1.07031 0.000
H 4.72353 -5.87673 -0.49452 0.000
C -5.71370 -6.75278 -1.37326 0.000
C -4.43954 -6.12783 -2.02017 0.000
C -4.69824 -4.92424 -2.95129 0.000
O -4.05612 -3.79149 -2.35775 0.000
C -3.54327 -4.18687 -1.21458 0.000
O -2.86504 -3.44198 -0.46300 0.001
O -3.80667 -5.42884 -0.96321 0.000
H -6.29650 -5.99505 -0.84953 0.000
H -5.40845 -7.43852 -0.58288 0.000
H -6.37100 -7.28248 -2.06280 0.000
H -3.81689 -6.88215 -2.50120 0.000
H -5.78142 -4.82460 -3.02127 0.000
H -4.28573 -5.14945 -3.93475 0.000
C 0.31422 -1.01172 -6.28797 0.000
C 0.04041 0.29703 -5.56552 0.000
C -1.27750 0.91438 -5.92710 0.000
O -1.83633 1.00425 -4.62633 0.000
C -1.03030 0.49264 -3.70536 0.000
O -1.19007 0.57852 -2.46023 0.001
O 0.00025 -0.00668 -4.22663 0.000
H 0.23321 -0.95301 -7.37337 0.000
H -0.29750 -1.82475 -5.89696 0.000
H 1.32040 -1.37239 -6.07439 0.000
H 0.84944 1.01757 -5.68545 0.000
H -1.87300 0.36995 -6.65995 0.000
H -1.02533 1.88341 -6.35780 0.000
C 5.95658 4.33703 3.50841 0.000
C 5.17294 4.56236 2.21501 0.000
C 5.76491 4.22996 0.88471 0.000
O 4.77129 3.46382 0.20023 0.000
C 3.86041 3.10886 1.10632 0.000
O 3.02774 2.27212 0.88419 0.000
O 4.10106 3.67022 2.29421 0.000
H 6.48715 3.39186 3.39329 0.000
H 5.32356 4.23776 4.39018 0.000
H 6.69718 5.11557 3.69136 0.000
H 4.66805 5.52812 2.19302 0.000
H 6.69825 3.68636 1.03132 0.000
H 5.96491 5.17321 0.37640 0.000
```